{
  "formula": "C34H39MgN2O4",
  "method": "wB97M-V/def2-TZVPD",
  "e_lumo_ev": 1.23,
  "spin_multiplicity": 1,
  "charge": -1,
  "gap_ev": 3.2764,
  "species": ["O", "C", "C", "H", "H", "C", "H", "H", "C", "H", "H", "H", "C", "H", "H", "H", "Mg", "C", "C", "C", "H", "C", "C", "H", "H", "H", "H", "C", "C", "C", "H", "C", "C", "H", "H", "H", "H", "O", "C", "C", "H", "H", "C", "H", "H", "C", "H", "H", "H", "H", "O", "C", "N", "C", "C", "O", "N", "C", "C", "C", "C", "C", "C", "C", "C", "C", "C", "C", "C", "H", "H", "H", "H", "H", "H", "H", "H", "H", "H", "H"],
  "xyz": [[-3.1933, -2.8306, 0.8924], [-3.3950, -3.7663, 2.0741], [-3.5699, -4.9939, 1.2044], [-4.3247, -3.4948, 2.5948], [-2.5407, -3.7667, 2.7430], [-3.4876, -4.0116, 0.0181], [-4.5692, -5.4405, 1.2644], [-2.7338, -5.6876, 1.2699], [-4.8616, -3.8966, -0.6105], [-5.5927, -3.4073, 0.0567], [-5.1945, -4.9174, -0.8624], [-4.8137, -3.3227, -1.5421], [-2.4511, -4.3205, -1.0400], [-1.4418, -4.0564, -0.6971], [-2.6556, -3.7659, -1.9644], [-2.5596, -5.3476, -1.3925], [-3.2414, -0.9661, 0.6615], [2.1835, -0.1712, -1.0610], [2.9305, -0.0457, 0.1543], [3.2453, -1.3554, 0.6196], [3.2381, 0.8834, 0.6220], [2.8773, -2.2630, -0.4188], [2.0925, -1.5560, -1.3780], [1.5121, -2.0090, -2.1867], [1.7873, 0.6393, -1.6629], [3.6956, -1.5943, 1.5833], [3.1635, -3.3081, -0.5078], [-2.5392, 0.9455, -2.0279], [-1.7841, -0.2509, -1.9415], [-2.6468, -1.2956, -1.5724], [-0.7158, -0.3715, -2.1523], [-3.9698, -0.7424, -1.3428], [-3.8779, 0.6606, -1.6747], [-4.6957, 1.3748, -1.7157], [-2.1468, 1.9137, -2.3332], [-2.3312, -2.3210, -1.5976], [-4.8565, -1.3412, -1.0894], [0.0505, -3.1569, 1.3725], [0.7310, -4.0005, 0.4625], [1.8601, -4.6816, 1.2383], [0.9449, -3.4042, -0.4352], [0.0984, -4.8477, 0.1424], [1.1825, -4.8378, 2.6291], [2.7246, -4.0461, 1.3745], [2.0932, -5.6113, 0.7026], [0.4848, -3.4635, 2.7052], [1.8429, -4.9640, 3.4796], [0.4086, -5.6101, 2.5351], [1.2860, -2.7536, 3.0180], [-0.3630, -3.3833, 3.4053], [-1.8286, 0.0873, 1.4789], [-0.9626, 0.9565, 1.1362], [-0.3825, 1.7861, 2.0676], [0.4081, 2.8134, 1.4390], [0.3665, 2.2690, -0.0072], [1.0457, 2.7534, -0.9209], [-0.4718, 1.1869, -0.0994], [-0.2663, 4.1721, 1.5682], [-1.2649, 4.5685, 0.6794], [-1.8728, 5.8287, 0.8345], [-1.4954, 6.6867, 1.8672], [-0.4961, 6.2795, 2.7560], [0.0805, 5.0153, 2.6337], [1.8588, 2.9450, 1.8985], [2.6192, 3.9715, 1.3043], [3.8407, 4.3535, 1.8373], [4.3551, 3.6470, 2.9281], [3.6787, 2.5292, 3.4185], [2.4292, 2.1587, 2.8930], [-0.8171, 1.8636, 2.9969], [-1.5589, 3.9367, -0.1613], [-2.6691, 6.1246, 0.1483], [-1.9707, 7.6638, 1.9918], [-0.1873, 6.9250, 3.5722], [0.8471, 4.6999, 3.3416], [2.2232, 4.4796, 0.4196], [4.3845, 5.1916, 1.4076], [5.2940, 3.9826, 3.3810], [4.1215, 1.9337, 4.2303], [1.9176, 1.2599, 3.2525]],
  "mulliken_charge": [-0.154, -0.559, -0.710, 0.371, 0.018, 2.043, 0.340, 0.360, -2.174, 0.411, 0.490, 0.397, -2.069, 0.310, 0.737, 0.509, 1.063, -0.744, -0.725, -0.707, 0.627, -0.695, -0.835, 0.492, 0.681, 0.379, 0.934, -0.326, -0.422, -0.160, 0.338, -0.374, -1.415, 0.364, 0.490, -0.086, 0.590, -0.299, -0.282, -0.807, -0.002, 0.366, -0.703, 0.339, 0.329, -0.392, 0.399, 0.244, 0.270, 0.247, -0.746, -0.410, 0.068, 3.313, -1.034, -0.729, 0.820, -0.036, -0.430, -0.799, -0.481, -0.795, -0.225, -1.332, 0.093, -0.835, -0.403, -0.864, 0.175, 0.324, 0.479, 0.388, 0.363, 0.380, 0.387, 0.406, 0.373, 0.353, 0.338, 0.358]
}

{
  "formula": "C3H14O4",
  "method": "wB97M-V/def2-TZVPD",
  "relative_energy_kcal_mol": 53.2,
  "smiles": "C=CC.O.O.O.O",
  "e_lumo_ev": 0.63,
  "spin_multiplicity": 1,
  "gap_ev": 10.1051,
  "species": ["C", "C", "C", "H", "H", "H", "H", "H", "H", "O", "H", "H", "O", "H", "H", "O", "H", "H", "O", "H", "H"],
  "xyz": [[1.8862, -0.9783, 0.6701], [2.0665, 0.3740, 0.5060], [1.6000, 1.0440, -0.7503], [2.7267, -1.5546, 1.0964], [1.3312, -1.5092, -0.1148], [2.8048, 0.9492, 1.0664], [0.6158, 1.5442, -0.7152], [1.6217, 0.3800, -1.5919], [2.3455, 1.8265, -0.9761], [-0.8165, -0.7887, -1.9523], [-1.0701, -1.0678, -1.0944], [-1.5789, -1.3225, -2.4846], [-2.4556, 0.9606, -0.6490], [-2.9586, 1.2557, -1.3830], [-1.8135, 0.3411, -1.0478], [-1.6664, -1.3415, 0.5127], [-1.1697, -0.6845, 0.9303], [-2.6539, -1.1607, 0.6749], [-0.5096, 0.2650, 2.3241], [-0.4968, 0.8283, 3.1576], [0.1910, 0.6392, 1.8208]],
  "mulliken_charge": [-0.492, -0.385, -0.838, 0.301, 0.201, 0.399, 0.194, 0.282, 0.344, -0.662, 0.446, 0.300, -0.608, 0.249, 0.292, -0.661, 0.383, 0.366, -0.704, 0.294, 0.298]
}